Entry 1:
Entry from the OMol25 dataset: a molecular structure, C18H36FO18Tl (wB97M-V/def2-TZVPD).

Summary:
LUMO level: -0.4754 hartree
HOMO energy: -15.21 eV
Energy above the lowest of the compared OMol25 structures with the same formula, charge and spin: 19.6 kcal/mol
Orbital gap: 2.27 eV

```
! RIJCOSX wB97M-V def2-TZVPD def2/J DEFGRID3
* xyz 2 1
Tl -0.46 0.60 -2.96
F -0.16 0.28 -0.29
C -1.26 -3.09 -0.13
O -2.57 -3.24 -0.66
C -2.90 -2.45 -1.67
O -2.20 -1.55 -2.09
O -4.04 -2.69 -2.21
C -4.75 -3.88 -1.81
H -1.03 -4.00 0.43
H -1.21 -2.25 0.56
H -0.53 -2.95 -0.92
H -5.65 -3.88 -2.42
H -5.09 -3.84 -0.78
H -4.17 -4.77 -2.03
C -3.11 0.30 0.73
O -3.95 1.36 0.28
C -3.93 1.63 -1.01
O -3.07 1.23 -1.76
O -4.99 2.29 -1.33
C -5.25 2.55 -2.71
H -3.60 -0.11 1.60
H -2.07 0.61 0.90
H -3.03 -0.50 -0.01
H -6.32 2.69 -2.86
H -4.96 1.74 -3.37
H -4.80 3.50 -3.00
C 4.53 -2.74 -3.34
O 3.09 -2.84 -3.32
C 2.39 -2.45 -2.31
O 1.24 -2.10 -2.45
O 3.03 -2.45 -1.15
C 2.28 -2.18 0.03
H 4.94 -3.64 -2.92
H 4.81 -1.90 -2.70
H 4.77 -2.46 -4.35
H 1.68 -1.28 -0.10
H 2.98 -2.06 0.85
H 1.64 -3.03 0.25
C 2.48 1.96 1.12
O 3.53 1.50 0.30
C 3.29 1.18 -0.94
O 2.31 1.45 -1.58
O 4.28 0.53 -1.51
C 5.53 0.39 -0.80
H 2.80 2.14 2.13
H 1.60 1.31 1.12
H 2.10 2.92 0.74
H 6.03 1.34 -0.66
H 6.17 -0.26 -1.39
H 5.38 -0.08 0.16
C 1.01 -0.71 3.02
O 0.98 -1.50 4.15
C 0.05 -1.14 5.03
O -0.83 -0.35 4.83
O 0.20 -1.82 6.14
C -0.82 -1.67 7.12
H -0.01 -0.46 2.75
H 1.39 -1.25 2.16
H 1.54 0.22 3.22
H -1.76 -2.04 6.69
H -0.98 -0.65 7.44
H -0.56 -2.30 7.96
C -1.73 3.53 0.60
O -0.62 4.34 0.31
C 0.10 4.05 -0.74
O -0.10 3.12 -1.48
O 1.12 4.89 -0.83
C 2.12 4.73 -1.84
H -2.58 3.81 -0.03
H -2.04 3.72 1.62
H -1.51 2.48 0.48
H 3.09 4.79 -1.33
H 2.09 5.58 -2.52
H 2.06 3.83 -2.43
*
```

=====

Entry 2:
Entry from the OMol25 dataset: a molecular structure, C18H36MgNO21 (wB97M-V/def2-TZVPD).

Summary:
LUMO level: -0.3134 hartree
HOMO energy: -11.45 eV
Energy above the lowest of the compared OMol25 structures with the same formula, charge and spin: 327.4 kcal/mol
Orbital gap: 2.92 eV

```
! RIJCOSX wB97M-V def2-TZVPD def2/J DEFGRID3
* xyz 1 1
Mg 2.54 -3.10 0.98
N -1.55 0.24 0.20
O -2.51 0.42 0.97
O -0.74 -0.58 0.60
O -1.29 0.81 -0.81
C 3.69 2.23 3.65
O 4.93 1.73 4.15
C 5.28 0.45 3.99
O 4.62 -0.30 3.22
O 6.45 0.21 4.61
C 7.08 -1.10 4.62
H 3.32 1.67 2.80
H 3.78 3.23 3.22
H 2.87 2.13 4.37
H 7.70 -1.15 3.72
H 6.36 -1.91 4.72
H 7.75 -1.16 5.48
C -1.32 -3.59 5.55
O -0.19 -4.15 6.13
C 0.75 -4.66 5.45
O 0.89 -4.54 4.19
O 1.59 -5.26 6.37
C 2.70 -6.01 5.82
H -2.09 -3.77 6.30
H -1.59 -4.20 4.69
H -1.16 -2.56 5.23
H 2.96 -6.72 6.61
H 3.58 -5.38 5.77
H 2.51 -6.56 4.90
C 4.20 -2.13 -6.27
O 3.78 -2.14 -4.91
C 4.02 -1.14 -3.98
O 3.83 -1.30 -2.77
O 4.53 -0.09 -4.55
C 4.75 1.09 -3.80
H 5.29 -2.12 -6.24
H 3.78 -1.31 -6.86
H 3.93 -3.07 -6.74
H 5.32 1.57 -4.59
H 5.36 0.90 -2.92
H 3.81 1.55 -3.48
C -1.92 10.96 4.93
O -1.93 9.50 4.78
C -1.87 9.01 3.50
O -1.37 9.56 2.55
O -2.53 7.88 3.50
C -2.61 7.18 2.23
H -1.00 11.47 4.62
H -1.79 11.02 6.01
H -2.74 11.49 4.44
H -3.24 6.29 2.24
H -1.60 6.83 2.05
H -2.80 7.75 1.31
C 0.51 -8.45 -0.54
O -0.46 -7.83 -1.45
C -0.49 -6.54 -1.80
O 0.31 -5.70 -1.41
O -1.45 -6.41 -2.71
C -1.70 -5.12 -3.27
H 1.54 -8.10 -0.63
H 0.40 -9.53 -0.57
H 0.20 -8.26 0.49
H -0.84 -4.47 -3.15
H -2.51 -4.81 -2.61
H -1.98 -5.13 -4.32
C -6.41 2.00 -4.81
O -7.09 2.99 -5.55
C -7.07 2.90 -6.94
O -6.53 1.95 -7.56
O -7.89 3.85 -7.38
C -8.79 3.60 -8.46
H -5.36 1.90 -5.09
H -6.90 1.03 -4.86
H -6.47 2.38 -3.79
H -8.33 3.04 -9.26
H -9.18 4.58 -8.75
H -9.61 2.94 -8.18
*
```

=====

Entry 3:
Entry from the OMol25 dataset: a molecular structure, C18H36N4O7PPd (wB97M-V/def2-TZVPD).

Summary:
LUMO level (alpha / beta): -0.1150 / -0.1151 hartree
HOMO energy (alpha / beta): -11.16 / -11.16 eV
Energy above the lowest of the compared OMol25 structures with the same formula, charge and spin: 22.6 kcal/mol
Orbital gap (alpha / beta): 8.03 / 8.03 eV

```
! RIJCOSX wB97M-V def2-TZVPD def2/J DEFGRID3
* xyz 1 1
Pd 0.30 1.12 -0.35
O 3.66 2.20 -2.66
C 2.95 1.79 -1.85
O 2.48 1.42 -0.84
C 0.62 1.60 -3.63
O 1.21 1.18 -4.53
O -0.11 1.99 -2.81
C 1.15 2.02 2.73
C 0.20 2.97 2.02
C 0.36 4.40 2.58
C 0.44 3.02 0.53
H 0.96 2.00 3.80
H 2.19 2.34 2.59
H 1.06 1.00 2.35
H -0.83 2.66 2.23
H 1.36 4.77 2.38
H 0.21 4.39 3.67
H -0.36 5.08 2.14
H 1.47 3.26 0.27
H -0.28 3.60 -0.04
C 4.26 -2.17 1.35
C 3.18 -1.18 0.97
O 2.46 -1.72 -0.17
P 1.00 -1.22 -0.60
O 0.04 -2.42 -0.14
C 0.36 -3.56 0.70
C 0.36 -4.83 -0.12
O 1.01 -1.32 -2.20
C 1.58 -2.38 -3.02
C 3.07 -2.18 -3.23
H 4.77 -1.83 2.25
H 5.00 -2.25 0.55
H 3.84 -3.15 1.54
H 3.59 -0.22 0.68
H 2.48 -1.03 1.80
H -0.40 -3.59 1.47
H 1.33 -3.40 1.17
H -0.62 -5.03 -0.53
H 0.65 -5.67 0.52
H 1.09 -4.77 -0.93
H 1.05 -2.30 -3.97
H 1.34 -3.34 -2.57
H 3.27 -1.16 -3.54
H 3.40 -2.85 -4.02
H 3.63 -2.41 -2.33
C -2.27 0.05 -1.12
N -3.69 -0.20 -0.97
C -4.40 1.08 -0.93
N -3.94 1.89 0.20
C -2.52 2.14 0.07
N -1.73 0.85 0.04
C -2.04 0.10 1.29
N -3.46 -0.14 1.43
C -3.92 -0.92 0.28
C -4.17 1.14 1.44
H -2.08 0.60 -2.04
H -1.74 -0.90 -1.15
H -5.46 0.90 -0.82
H -4.22 1.63 -1.86
H -2.18 2.73 0.91
H -2.32 2.67 -0.86
H -1.68 0.70 2.13
H -1.50 -0.85 1.26
H -4.99 -1.11 0.39
H -3.39 -1.87 0.25
H -3.83 1.74 2.29
H -5.24 0.96 1.55
*
```

=====

Entry 4:
Entry from the OMol25 dataset: 6 unconnected molecules or ions with the total composition C18H36O15S3 (wB97M-V/def2-TZVPD).

Summary:
LUMO level: 0.0033 hartree
HOMO energy: -9.62 eV
Energy above the lowest of the compared OMol25 structures with the same formula, charge and spin: 93.3 kcal/mol
Orbital gap: 9.71 eV
SMILES: O=S1(=O)OCCO1.O=S1(=O)OCCO1.O=S1(=O)OCCO1.C1CCOC1.C1CCOC1.C1CCOC1

```
! RIJCOSX wB97M-V def2-TZVPD def2/J DEFGRID3
* xyz 0 1
O -0.53 -10.73 1.38
S -0.80 -9.47 0.58
O -1.40 -9.58 -0.72
O -1.63 -8.30 1.50
C -1.02 -7.04 1.49
C 0.47 -7.36 1.43
O 0.54 -8.51 0.64
H -1.24 -6.52 0.56
H -1.01 -6.55 2.47
H 1.05 -7.62 2.32
H 1.04 -6.58 0.93
O -2.65 3.19 -0.91
S -2.28 2.56 -2.12
O -0.95 2.95 -2.67
O -2.53 0.97 -1.89
C -3.97 0.69 -2.00
C -4.53 1.68 -3.03
O -3.51 2.65 -3.23
H -4.24 -0.36 -2.13
H -4.44 0.93 -1.05
H -5.52 2.06 -2.76
H -4.83 1.18 -3.95
O -0.50 -3.66 0.91
S -0.42 -2.41 1.64
O -0.44 -2.56 3.08
O 0.69 -1.30 1.17
C 0.26 -0.05 1.42
C -1.25 -0.04 1.44
O -1.64 -1.37 1.27
H 0.61 0.42 2.35
H 0.60 0.64 0.64
H -1.60 0.73 0.75
H -1.52 0.28 2.44
C -1.71 4.00 2.81
C -1.48 5.43 3.24
C -0.35 5.27 4.26
O -0.14 3.88 4.51
C -0.44 3.32 3.29
H -1.74 3.88 1.73
H -2.56 3.53 3.31
H -2.40 5.94 3.52
H -1.14 6.01 2.39
H -0.49 5.88 5.15
H 0.62 5.63 3.91
H -0.55 2.25 3.45
H 0.41 3.38 2.60
C 0.62 -1.47 -4.47
C -0.66 -1.27 -3.70
C 0.02 -0.79 -2.36
O 1.36 -1.37 -2.30
C 1.60 -2.20 -3.46
H 1.03 -0.52 -4.79
H 0.47 -2.02 -5.40
H -1.11 -2.25 -3.56
H -1.28 -0.43 -3.99
H -0.61 -1.12 -1.53
H -0.09 0.30 -2.42
H 1.28 -3.21 -3.22
H 2.62 -2.28 -3.83
C 3.95 2.90 0.73
C 4.94 3.90 0.14
C 5.10 3.38 -1.36
O 4.47 2.07 -1.36
C 3.40 2.04 -0.39
H 3.17 3.54 1.16
H 4.32 2.28 1.55
H 5.92 3.80 0.62
H 4.45 4.86 0.30
H 6.16 3.22 -1.56
H 4.49 3.89 -2.10
H 3.18 0.99 -0.21
H 2.41 2.44 -0.62
*
```

=====

Entry 5:
Entry from the OMol25 dataset: a molecular structure, C18H36O8 (wB97M-V/def2-TZVPD).

Summary:
LUMO level: 0.0160 hartree
HOMO energy: -8.81 eV
Energy above the lowest of the compared OMol25 structures with the same formula, charge and spin: 331.5 kcal/mol
Orbital gap: 9.25 eV

```
! RIJCOSX wB97M-V def2-TZVPD def2/J DEFGRID3
* xyz 0 1
C 2.39 -0.47 0.56
O 1.56 -1.40 1.32
C 0.28 -1.60 1.12
O -0.34 -2.39 1.82
O -0.28 -0.58 0.40
C -1.68 -0.48 0.33
H 2.31 0.55 0.94
H 2.24 -0.36 -0.51
H 3.42 -0.78 0.69
H -2.05 -1.26 -0.33
H -1.88 0.54 0.01
H -2.17 -0.60 1.29
C -1.12 -1.81 -4.51
C -0.90 -1.01 -3.27
O -1.50 0.01 -3.12
C -0.18 -1.54 -2.05
H -1.05 -2.86 -4.25
H -0.30 -1.54 -5.18
H -2.09 -1.67 -4.99
H 0.09 -2.58 -2.22
H -0.84 -1.50 -1.17
H 0.66 -0.86 -1.90
C -5.34 -0.39 1.56
C -4.45 -1.50 1.93
O -4.48 -2.57 1.34
C -3.40 -1.20 2.98
H -4.76 0.33 0.98
H -5.81 0.12 2.41
H -6.14 -0.66 0.87
H -2.40 -1.05 2.57
H -3.28 -1.95 3.76
H -3.47 -0.24 3.49
C -0.02 2.58 0.88
C -1.09 2.71 2.00
O -2.03 1.90 2.07
C -0.98 3.90 2.93
H -0.16 3.48 0.29
H -0.19 1.66 0.31
H 0.92 2.39 1.40
H -1.05 3.43 3.91
H -1.76 4.63 2.73
H -0.04 4.41 2.71
C 4.98 -1.63 1.59
C 4.50 -1.22 0.20
O 4.29 -0.03 -0.01
C 4.37 -2.29 -0.90
H 4.12 -1.37 2.21
H 5.89 -1.15 1.95
H 5.00 -2.72 1.55
H 3.74 -1.82 -1.65
H 3.93 -3.22 -0.54
H 5.24 -2.60 -1.46
C 1.22 3.15 -1.33
C 0.87 1.68 -1.45
O 1.07 0.91 -0.49
C 0.25 1.08 -2.80
H 1.27 3.74 -2.25
H 2.03 3.18 -0.61
H 0.32 3.52 -0.82
H 0.82 1.40 -3.67
H -0.69 1.63 -2.83
H 0.14 -0.01 -2.78
*
```

=====

Entry 6:
Entry from the OMol25 dataset: 2 unconnected molecules or ions with the total composition C18H37BF3IO3Si (wB97M-V/def2-TZVPD).

Summary:
LUMO level: 0.0179 hartree
HOMO energy: -8.91 eV
Orbital gap: 9.40 eV
SMILES: CCCCCCCCCC[Si@H](C[C@H](C)I)B(C)O.CCOC(=O)C(F)(F)F

```
! RIJCOSX wB97M-V def2-TZVPD def2/J DEFGRID3
* xyz 0 1
C 2.29 -1.51 0.98
C 3.75 -1.08 1.04
C 4.34 -0.55 -0.27
C 3.45 0.44 -1.02
C 2.55 -0.13 -2.11
C 3.29 -0.85 -3.24
C 2.45 -1.83 -4.06
C 1.09 -1.31 -4.51
C -0.11 -2.16 -4.09
C -0.23 -2.39 -2.58
Si -1.14 -1.03 -1.61
C -2.69 -1.81 -0.84
C -3.54 -0.98 0.12
C -4.46 -0.02 -0.63
I -2.41 0.07 1.63
B -1.57 0.62 -2.70
C -1.29 2.04 -2.09
O -2.13 0.56 -3.97
H 2.09 -2.11 0.09
H 1.62 -0.66 1.00
H 2.06 -2.14 1.84
H 4.35 -1.95 1.33
H 3.88 -0.33 1.83
H 5.26 -0.03 -0.02
H 4.63 -1.39 -0.89
H 2.80 0.92 -0.28
H 4.04 1.24 -1.45
H 1.78 -0.78 -1.69
H 2.02 0.71 -2.56
H 3.68 -0.10 -3.93
H 4.16 -1.38 -2.86
H 2.34 -2.77 -3.52
H 3.03 -2.08 -4.95
H 0.95 -0.26 -4.21
H 1.07 -1.30 -5.60
H -1.01 -1.70 -4.48
H -0.01 -3.12 -4.59
H 0.75 -2.52 -2.12
H -0.74 -3.34 -2.41
H -0.22 -0.58 -0.54
H -3.34 -2.10 -1.67
H -2.40 -2.74 -0.35
H -4.16 -1.66 0.70
H -4.73 0.84 -0.02
H -4.03 0.31 -1.57
H -5.38 -0.54 -0.87
H -0.90 1.99 -1.07
H -2.23 2.59 -2.08
H -0.59 2.58 -2.73
H -1.57 0.90 -4.67
C -3.44 3.24 6.79
C -2.54 2.05 7.01
O -1.68 1.83 5.87
C -0.59 2.57 5.80
O -0.22 3.39 6.59
C 0.22 2.18 4.54
F -0.58 2.07 3.48
F 0.82 1.01 4.74
F 1.14 3.10 4.28
H -4.01 3.12 5.87
H -4.13 3.34 7.63
H -2.86 4.16 6.71
H -3.12 1.13 7.10
H -1.92 2.16 7.90
*
```

=====

Entry 7:
Entry from the OMol25 dataset: 6 unconnected molecules or ions with the total composition C18H37F3N2O6P (wB97M-V/def2-TZVPD).

Summary:
LUMO level: 0.0805 hartree
HOMO energy: -3.12 eV
Orbital gap: 5.31 eV

```
! RIJCOSX wB97M-V def2-TZVPD def2/J DEFGRID3
* xyz -1 1
N 4.50 -1.46 -0.56
P 3.47 -2.63 -1.04
N 2.61 -3.16 0.36
C 1.14 -3.00 0.24
C 0.65 -1.55 -0.21
O -0.24 -1.04 0.83
C -0.25 -1.64 -1.53
F 0.23 -2.53 -2.47
F -1.52 -2.10 -1.10
F -0.44 -0.35 -2.09
H 5.46 -1.74 -0.80
H 4.23 -3.67 -1.68
H 2.62 -2.02 -2.03
H 0.66 -3.82 -0.41
H 0.72 -3.17 1.28
H 1.47 -0.78 -0.31
H 0.31 -0.39 1.33
C 1.15 3.30 3.53
C 0.52 2.04 3.01
O 1.00 1.44 2.06
C -0.72 1.54 3.70
H 2.04 3.53 2.93
H 0.45 4.13 3.45
H 1.46 3.16 4.56
H -1.51 2.29 3.63
H -0.49 1.32 4.75
H -1.06 0.62 3.22
C 4.84 5.96 5.66
C 4.18 4.66 5.25
O 2.99 4.48 5.41
C 5.06 3.61 4.63
H 4.09 6.62 6.09
H 5.61 5.76 6.41
H 5.28 6.44 4.78
H 5.83 3.31 5.33
H 5.51 3.99 3.71
H 4.45 2.73 4.39
C -5.05 -5.87 -0.19
C -4.00 -5.11 0.57
O -3.73 -5.38 1.72
C -3.30 -3.99 -0.16
H -5.48 -6.65 0.46
H -5.85 -5.20 -0.50
H -4.61 -6.35 -1.06
H -4.03 -3.24 -0.46
H -2.78 -4.39 -1.03
H -2.57 -3.53 0.51
C 1.06 1.52 -3.71
C 1.94 2.60 -4.27
O 3.15 2.47 -4.34
C 1.27 3.86 -4.76
H 1.67 0.68 -3.39
H 0.52 1.90 -2.84
H 0.36 1.18 -4.47
H 0.74 4.34 -3.94
H 0.57 3.62 -5.57
H 2.02 4.55 -5.14
C -3.63 -1.79 -3.52
C -5.14 -1.81 -3.44
O -5.76 -2.85 -3.58
C -5.84 -0.50 -3.19
H -3.26 -2.80 -3.70
H -3.31 -1.14 -4.34
H -3.22 -1.43 -2.58
H -5.61 0.20 -4.00
H -5.52 -0.09 -2.23
H -6.91 -0.67 -3.16
*
```